Below is a structure of composition C26H19Br5IIrN2O4, with properties calculated with wB97M-V/def2-TZVPD.

Results
Energy   -14684.841162 hartree
HOMO energy (spin up / spin down)   -4.613 / -4.572 eV
Frontier orbital gap (spin up / spin down)   6.190 / 5.934 eV

The geometry in ORCA input format:
```
! wB97M-V def2-TZVPD RIJCOSX def2/J DEFGRID3
* xyz -1 2
Ir -0.6952 -0.7513 -0.7318
Br -2.6647 1.8817 5.8267
C -2.3151 0.7847 4.3144
C -3.3752 0.3361 3.5311
C -3.1229 -0.4426 2.4243
C -1.8081 -0.7698 2.0391
O -1.6167 -1.4932 0.9510
C -0.7513 -0.3204 2.8624
C 0.6284 -0.5878 2.5449
N 1.0002 -1.0673 1.4333
C 2.3156 -1.2962 1.0939
C 3.4438 -1.1807 1.8683
C 4.7148 -1.5074 1.3602
C 4.8608 -1.9633 0.0822
C 3.7252 -2.0894 -0.7510
C 3.8070 -2.5649 -2.0778
C 2.6756 -2.6549 -2.8259
C 1.4534 -2.2260 -2.2718
N 1.3354 -1.7809 -1.0435
C 2.4529 -1.7309 -0.2574
C -1.0231 0.4513 3.9976
H -4.3894 0.6180 3.7829
H -3.9291 -0.7767 1.7827
H 1.3436 -0.3240 3.3376
H 3.3671 -0.8453 2.8949
H 5.5802 -1.4071 2.0031
H 5.8336 -2.2344 -0.3087
H 4.7717 -2.8562 -2.4771
H 2.6946 -3.0177 -3.8439
H 0.5560 -2.2156 -2.8706
H -0.2020 0.8108 4.6060
Br -5.5423 3.8002 1.0897
C -3.8522 2.9988 0.8175
C -2.7158 3.5073 1.4289
Br -2.8224 5.0129 2.5645
C -1.4771 2.8938 1.2112
Br 0.1183 3.5178 2.0139
C -1.3494 1.7639 0.4080
O -0.2271 1.1169 0.2486
C -2.5263 1.2502 -0.2091
O -2.4178 0.1232 -0.9397
C -3.7388 1.8708 -0.0086
Br -5.2408 1.0687 -0.8318
I -2.0654 -2.4759 -3.5954
C -1.4096 -2.4849 -1.5176
H -0.7004 -3.3095 -1.4794
H -2.3180 -2.7612 -0.9906
C -0.0374 1.5802 -4.0840
C 0.2733 1.2572 -2.6384
C 1.7621 1.4073 -2.3149
O -0.1099 -0.1041 -2.4341
H 0.2250 2.6159 -4.3088
H -1.1004 1.4324 -4.2799
H 0.5275 0.9230 -4.7464
H -0.3058 1.9223 -1.9945
H 2.3324 0.7014 -2.9229
H 1.9179 1.1746 -1.2633
H 2.1334 2.4182 -2.5000
*
```

natural (NBO) population analysis, charges in e, atoms 1 to 5:
1 Ir 1.537
2 Br 0.018
3 C -0.130
4 C -0.205
5 C -0.278



Below is an isolated molecule of C5H9NO, with properties calculated with wB97M-V/def2-TZVPD.

Results
Energy   -325.817457 hartree
HOMO energy   -9.271 eV
SMILES   C[C@H]1N[C@H]1[C@H]1CO1
Frontier orbital gap   10.384 eV

The geometry in ORCA input format:
```
! wB97M-V def2-TZVPD RIJCOSX def2/J DEFGRID3
* xyz 0 1
C -1.9874 -0.3511 -0.0251
C -1.1373 0.5269 0.8595
N 0.0787 0.2500 1.6674
C 0.1924 0.8794 0.3539
C 0.8491 0.0327 -0.7148
C 2.2202 -0.4066 -0.4518
O 1.1346 -1.3281 -0.3928
H -2.0359 0.2287 -0.9642
H -3.0142 -0.5039 0.3318
H -1.5008 -1.3027 -0.2690
H -1.6972 1.3041 1.3812
H 0.4050 -0.7172 1.6012
H 0.3909 1.9468 0.2502
H 0.5436 0.1650 -1.7557
H 2.9275 -0.5415 -1.2672
H 2.6553 -0.1601 0.5180
*
```

natural (NBO) population analysis, charges in e, atoms 1 to 5:
1 C -0.635
2 C -0.074
3 N -0.581
4 C -0.122
5 C 0.033



Below is the ion C11H15N2 with charge +1, with properties calculated with wB97M-V/def2-TZVPD.

Results
Energy   -537.278536 hartree
HOMO energy   -10.554 eV
SMILES   CC#[N+]C[C@@H]1C=CC=C/C1=C/NC
Frontier orbital gap   6.927 eV

The geometry in ORCA input format:
```
! wB97M-V def2-TZVPD RIJCOSX def2/J DEFGRID3
* xyz 1 1
C 1.6608 -1.6498 -2.5970
C 0.3717 -1.0222 -2.3821
N -0.6474 -0.6022 -2.0336
C -1.4270 0.2149 -1.2809
C -0.6280 1.1645 -0.4745
C 0.1508 2.2316 -1.2814
C 1.4913 2.1145 -1.3333
C 2.2990 1.2769 -0.5113
C 1.6908 0.4579 0.3800
C 0.2741 0.4697 0.5783
C -0.1847 -0.2604 1.5619
N -1.4635 -0.1633 2.0355
C -1.9456 -0.7894 3.1744
H 1.7467 -2.0888 -3.6356
H 1.4587 -2.5000 -2.0368
H 2.4045 -0.9741 -2.3190
H -2.2204 0.7015 -1.9489
H -1.9961 -0.4673 -0.6776
H -1.3005 1.8567 0.0420
H -0.4985 2.9486 -1.7735
H 2.0937 2.8203 -1.8785
H 3.2692 1.2409 -0.6349
H 2.0821 -0.2036 1.0612
H 0.4138 -1.0051 2.0660
H -1.9410 0.8007 1.8338
H -2.9402 -1.1436 3.0730
H -1.2743 -1.7321 3.3918
H -1.7592 -0.1215 4.0997
*
```

natural (NBO) population analysis, charges in e, atoms 1 to 5:
1 C -0.722
2 C 0.685
3 N -0.210
4 C -0.266
5 C -0.297